The following is a DFT calculation (ωB97M-V with the def2-TZVPD basis set) of the molecule H2N3OP in a non-equilibrium geometry.

XYZ file:
```
7
Properties=species:S:1:pos:R:3:forces:R:3:lowdin_charge:R:1
N -0.0499 -1.0756 -0.4406 -1.037 -1.867 0.137 0.00
N 0.2653 0.2229 -0.9187 0.011 1.485 -1.201 0.01
N 1.2619 -0.5990 -0.4139 0.184 0.271 0.605 -0.49
O 3.2098 1.0898 -0.0966 -1.751 -7.286 1.301 -0.63
P 2.7805 -0.5630 0.1875 1.824 7.388 -1.283 0.88
H -0.4869 -1.1071 0.4919 0.532 0.502 -0.011 0.11
H 0.0399 1.0136 -0.3023 0.237 -0.494 0.451 0.12
```
Positions in Å, forces in eV/Å.

energy above the lowest of the compared OMol25 structures with the same formula, charge and spin = 15.83 kcal per mole
LUMO level (spin up / spin down) = -0.664 / -0.664 eV
SMILES string = O=Pn1[nH][nH]1
total charge = 0
2S+1 = 1

***

The following is a DFT calculation (ωB97M-V with the def2-TZVPD basis set) of a 9-piece molecular cluster, C16H51BF4N3O8 overall in a non-equilibrium geometry.

XYZ file:
```
83
Properties=species:S:1:pos:R:3:forces:R:3:lowdin_charge:R:1
O -0.0466 0.2775 -0.0640 -1.179 0.437 -0.100 0.09
H -0.3354 0.5914 -0.9874 1.428 -0.132 0.921 0.07
H -0.4288 0.9302 0.6522 -0.179 -0.172 0.912 0.08
H 0.9646 0.2680 0.0961 1.055 0.003 -0.685 0.07
O 1.6678 0.9172 2.7931 -0.154 -1.205 -0.387 0.13
H 2.1789 1.6625 3.1159 -0.033 0.171 -0.306 0.12
H 2.0911 0.4172 1.9162 0.137 0.766 -0.576 0.14
H 0.6675 1.1337 2.6569 -0.373 0.498 -0.177 0.09
C 4.7760 1.1348 0.8244 -0.162 0.446 0.031 -0.10
C 3.6114 0.9744 -0.1433 -1.086 0.357 -0.477 -0.43
O 2.5333 0.2532 0.3438 -0.767 -0.243 1.547 -0.31
H 5.4127 1.9642 0.4925 0.239 -0.322 -0.137 0.06
H 5.3385 0.2106 0.9464 0.041 0.020 0.054 0.06
H 4.4116 1.4666 1.8042 -0.076 -0.244 -0.009 0.05
H 3.9471 0.5130 -1.0919 0.287 0.034 0.218 0.07
H 3.2680 1.9886 -0.4571 0.256 -0.003 0.135 0.10
C -2.0803 3.1410 3.4006 -0.903 0.918 0.157 -0.11
C -1.8510 2.4677 2.0646 0.036 0.126 -0.641 -0.46
O -0.7830 1.5996 2.0727 1.055 -0.653 -0.782 -0.32
H -1.1678 3.6256 3.7542 0.206 -0.583 0.233 0.06
H -2.5674 2.4909 4.1281 0.584 -0.201 0.201 0.06
H -2.7644 4.0055 3.3382 -0.101 -0.257 -0.410 0.06
H -1.7493 3.2753 1.3053 0.254 -0.018 0.096 0.08
H -2.7521 1.9311 1.7004 -0.208 0.139 0.437 0.09
B 0.2965 -2.6392 2.8165 1.145 -0.586 -0.371 -1.21
F -0.5528 -2.3105 3.8796 0.201 -0.080 -0.079 0.10
F 0.5745 -1.4779 2.0424 -0.258 -0.151 0.221 0.09
F 1.5217 -3.1840 3.2989 -0.561 0.385 0.013 0.06
F -0.2780 -3.6215 1.9510 -0.331 0.482 0.355 0.06
C 5.5025 -2.9949 -3.0055 -0.854 0.810 -1.022 -0.07
C 4.6207 -2.3014 -1.9311 1.180 -1.182 -0.648 -0.43
C 3.1566 -2.6063 -2.1787 -0.440 0.017 1.012 -0.22
O 2.6475 -2.1116 -3.3899 -0.123 -0.417 -0.892 -0.18
C 2.4683 -0.7150 -3.4409 -0.140 -0.211 1.328 -0.10
N 5.0012 -2.8101 -0.5917 -0.007 0.383 -0.498 0.05
H 5.4205 -2.4214 -3.9437 0.173 -0.029 0.159 0.07
H 5.1243 -3.9769 -3.3068 0.238 -0.198 0.516 0.07
H 6.5512 -3.0009 -2.7175 0.044 -0.209 0.066 0.06
H 4.8523 -1.2451 -2.0830 -0.242 0.119 0.825 0.11
H 2.5449 -2.2811 -1.3244 0.183 0.339 -0.067 0.13
H 3.0415 -3.6964 -2.1800 -0.004 0.033 -0.335 0.13
H 1.9046 -0.4515 -4.3326 0.370 -0.090 -0.276 0.08
H 3.4429 -0.2262 -3.3424 -0.184 0.377 -0.426 0.08
H 1.8589 -0.3974 -2.5792 0.153 0.071 -0.036 0.08
H 5.9846 -2.5843 -0.4624 -0.108 0.085 0.171 0.06
H 5.0020 -3.8274 -0.6726 -0.195 0.106 0.201 0.07
C -3.8004 -3.2345 0.8410 -1.046 -0.434 0.368 -0.06
C -3.5556 -1.9469 1.5924 -0.123 0.857 -0.480 -0.41
C -3.2531 -2.1727 3.0560 0.176 -1.417 0.404 -0.19
O -4.4260 -2.6155 3.7407 -0.578 0.812 -0.624 -0.19
C -4.2655 -2.8870 5.0952 0.037 -0.892 0.176 -0.14
N -2.5047 -1.1411 0.9418 0.063 -0.251 0.134 0.06
H -4.6220 -3.7580 1.3491 0.073 0.046 -0.037 0.08
H -2.9735 -3.9440 0.8409 0.337 0.353 -0.135 0.08
H -4.1713 -3.0245 -0.1633 0.320 -0.055 -0.140 0.07
H -4.4484 -1.3151 1.5067 -0.199 -0.240 0.146 0.14
H -2.8089 -1.2981 3.5435 -0.067 -0.041 -0.082 0.13
H -2.5555 -3.0233 3.0988 0.293 0.544 0.139 0.12
H -5.2592 -3.1394 5.4697 -0.018 0.238 0.146 0.08
H -3.8272 -2.0756 5.6856 -0.015 0.138 -0.168 0.09
H -3.6602 -3.7957 5.2466 0.200 0.221 0.002 0.09
H -2.5120 -0.2357 1.4098 0.505 -0.104 -0.025 0.06
H -1.5964 -1.5761 1.1305 -0.016 0.314 -0.049 0.08
C -0.2670 3.7341 -1.3509 -0.687 0.469 0.277 -0.04
C -1.1201 2.6561 -1.9998 0.631 -0.547 -0.226 -0.41
C -1.9192 3.1093 -3.1999 -0.601 -0.026 -0.271 -0.23
O -2.7868 4.1479 -2.8303 -0.180 0.380 0.251 -0.19
C -3.5225 4.6977 -3.9066 0.522 -0.826 0.351 -0.10
N -0.2065 1.5646 -2.4080 -0.650 -0.605 -0.696 0.02
H 0.2047 4.3417 -2.1274 0.317 -0.082 0.141 0.08
H 0.4439 3.3061 -0.6459 0.239 -0.163 -0.306 0.08
H -0.8726 4.4052 -0.7366 -0.147 0.041 -0.272 0.07
H -1.8267 2.2336 -1.2792 0.084 0.029 0.033 0.14
H -2.5202 2.2642 -3.5690 0.138 -0.109 0.010 0.13
H -1.2737 3.4238 -4.0390 0.166 0.081 0.190 0.13
H -2.8054 4.9357 -4.7017 -0.329 0.485 -0.111 0.08
H -4.0570 5.5408 -3.4841 0.043 0.288 -0.335 0.09
H -4.2454 3.9749 -4.3093 0.011 0.009 0.040 0.09
H -0.7131 0.7740 -2.8251 -0.223 0.380 0.185 0.07
H 0.4376 1.8572 -3.1374 0.175 0.239 0.346 0.10
O -2.3382 -0.4514 -1.8511 -0.039 0.029 0.476 -0.10
H -3.0040 -0.9992 -2.2761 0.055 -0.004 0.064 0.03
H -2.3963 -0.6921 -0.8756 -0.062 -0.092 -0.392 0.01
```
Positions in Å, forces in eV/Å.

energy above the lowest of the compared OMol25 structures with the same formula, charge and spin = 36.19 kcal per mole
LUMO level = 2.397 eV
total charge = -1
2S+1 = 1

***

The following is a DFT calculation (ωB97M-V with the def2-TZVPD basis set) of the molecule C21H21N3O4.

XYZ file:
```
49
Properties=species:S:1:pos:R:3:forces:R:3:lowdin_charge:R:1
C 2.8605 2.6385 0.1794 -0.036 -0.135 0.163 -0.06
H 3.2978 2.2330 -0.7304 0.101 -0.025 -0.086 0.07
H 3.4483 3.4953 0.4975 0.080 0.135 -0.001 0.08
H 1.8489 2.9776 -0.0276 -0.016 0.021 -0.038 0.04
C 2.8507 1.5817 1.2819 0.159 0.402 -0.143 -0.18
N 2.2682 0.3387 0.8438 0.075 -0.007 0.007 -0.01
C 0.9870 -0.0940 1.0615 -0.436 -0.561 -0.037 -0.15
C -0.0696 0.5279 1.7161 0.068 0.085 0.107 0.00
C -1.2640 -0.1563 1.8205 0.027 -0.059 -0.080 -0.02
C -1.4202 -1.4408 1.2884 0.188 -0.120 -0.111 -0.25
C -0.3698 -2.0728 0.6444 0.005 0.244 0.252 0.04
C 0.8320 -1.3949 0.5163 -0.137 0.373 0.222 -0.09
C 2.0903 -1.7402 -0.0749 0.347 0.231 -0.039 -0.10
C 2.5551 -2.8585 -0.7552 0.030 0.128 0.043 -0.02
C 3.8613 -2.8641 -1.1994 0.010 -0.209 -0.097 -0.10
C 4.7001 -1.7742 -0.9725 0.036 0.063 0.021 -0.09
C 4.2601 -0.6507 -0.3006 0.108 0.124 0.034 -0.01
C 2.9462 -0.6363 0.1497 -0.084 -0.545 -0.201 -0.15
H 4.9224 0.1857 -0.1372 0.061 0.093 0.010 0.11
H 5.7178 -1.8088 -1.3329 0.074 0.011 -0.021 0.10
H 4.2445 -3.7220 -1.7315 0.020 -0.069 -0.042 0.10
H 1.9046 -3.7016 -0.9313 -0.057 -0.110 -0.035 0.11
H -0.4792 -3.0761 0.2624 -0.049 -0.120 -0.026 0.13
N -2.6605 -2.1120 1.4596 0.111 0.135 0.767 0.13
C -3.4597 -2.6495 0.5163 -0.072 0.235 -0.534 -0.45
O -4.3991 -3.3627 0.7914 -0.203 -0.221 -0.083 0.07
C -3.1561 -2.2472 -0.9334 0.013 -0.493 -0.098 -0.04
H -3.9539 -2.6459 -1.5652 0.138 0.060 0.182 0.14
H -2.1858 -2.6240 -1.2695 -0.182 0.032 0.031 0.12
O -3.1774 -0.8243 -1.0432 -0.483 -0.073 0.138 0.03
C -2.0933 -0.2029 -1.4872 0.418 0.505 -0.207 -0.45
O -1.0819 -0.7368 -1.8570 -0.068 0.044 -0.124 0.13
C -2.2878 1.3121 -1.5091 -0.117 -0.218 -0.173 -0.19
N -1.0514 1.9698 -1.1648 0.085 -0.441 -0.331 0.14
C -1.1655 2.9621 -0.2600 -0.384 0.127 -0.015 -0.50
O -0.2523 3.5978 0.2112 0.317 0.301 0.312 0.05
C -2.6499 3.1535 0.0107 -0.032 -0.033 0.046 -0.06
H -2.9848 4.0251 -0.5546 0.034 0.045 0.022 0.13
C -3.2980 1.8639 -0.4902 -0.042 0.082 0.006 -0.10
H -3.4150 1.1541 0.3275 -0.007 0.014 -0.047 0.11
H -4.2742 2.0274 -0.9401 -0.016 -0.074 0.022 0.12
H -2.8274 3.3481 1.0661 0.056 0.052 -0.007 0.12
H -0.1699 1.5808 -1.4621 0.070 0.103 0.055 0.16
H -2.5789 1.5716 -2.5404 -0.031 -0.125 0.161 0.16
H -2.9544 -2.2893 2.4128 -0.040 -0.088 -0.184 0.16
H -2.0995 0.2982 2.3332 -0.098 0.052 0.028 0.12
H 0.0275 1.5211 2.1256 0.010 0.126 0.041 0.11
H 3.8734 1.3738 1.6143 -0.142 -0.005 0.078 0.12
H 2.2829 1.9481 2.1395 0.091 -0.091 0.012 0.12
```
Positions in Å, forces in eV/Å.

energy above the lowest of the compared OMol25 structures with the same formula, charge and spin = 3.90 kcal per mole
LUMO level = 0.557 eV
SMILES string = CCn1c2ccccc2c2cc(NC(=O)COC(=O)[C@H]3CCC(=O)N3)ccc21
total charge = 0
2S+1 = 1

***

The following is a DFT calculation (ωB97M-V with the def2-TZVPD basis set) of C14H34O14S4 as an isolated structure.

XYZ file:
```
66
Properties=species:S:1:pos:R:3:forces:R:3:lowdin_charge:R:1
O 1.2694 -1.5533 0.1833 0.545 0.198 -0.149 -0.22
S 1.4018 -2.9695 0.2447 -0.904 -0.339 0.184 0.57
O 0.2116 -3.7332 0.3220 0.203 -0.332 0.116 -0.21
O 2.2943 -3.5378 -0.9272 0.288 0.131 -0.388 -0.17
C 3.6739 -3.2261 -0.6267 0.002 0.069 -0.081 -0.10
C 3.7090 -2.9153 0.8895 0.094 0.929 -0.100 -0.31
C 4.9234 -3.3609 1.6711 -0.170 -0.364 0.121 -0.12
C 5.1881 -2.5367 2.9352 -0.070 -0.090 0.187 -0.15
C 4.6142 -3.1339 4.2194 -0.049 -0.153 0.079 -0.24
O 3.4204 -3.8657 3.9609 0.220 -0.046 -0.215 -0.06
O 2.4204 -3.3718 1.3784 0.198 0.014 0.195 -0.15
H 3.9497 -2.3441 -1.2015 0.082 0.039 0.042 0.13
H 4.3090 -4.0499 -0.9404 -0.244 -0.295 0.104 0.13
H 3.6888 -1.8237 0.9575 -0.087 0.000 0.120 0.14
H 5.7551 -3.2298 0.9752 0.086 0.019 -0.001 0.13
H 4.8804 -4.4211 1.9229 -0.097 -0.096 -0.163 0.13
H 4.8042 -1.5247 2.8052 0.084 0.089 -0.102 0.10
H 6.2646 -2.4654 3.0885 0.053 0.205 -0.060 0.12
H 5.3439 -3.8129 4.6680 0.027 -0.080 -0.022 0.11
H 4.4257 -2.3409 4.9429 0.090 0.093 0.013 0.11
H 2.7421 -3.5933 4.5722 -0.249 0.078 0.195 0.08
O -3.3411 1.1173 -3.8210 0.076 -0.027 -0.117 -0.28
S -2.8286 1.7273 -2.6294 -0.144 0.011 0.263 0.56
O -1.4471 2.0807 -2.5560 0.089 0.026 -0.092 -0.27
O -3.2259 0.8284 -1.3883 0.013 0.069 0.004 -0.26
C -2.9067 -0.5872 -1.4491 0.064 -0.528 0.028 -0.24
C -1.4454 -0.8738 -1.1842 0.019 0.330 -0.192 -0.08
C -3.8080 3.1280 -2.2118 -0.036 0.020 -0.012 -0.12
H -3.2293 -0.9836 -2.4128 -0.007 0.126 -0.047 0.11
H -3.5342 -1.0387 -0.6837 -0.055 0.143 0.047 0.12
H -0.8222 -0.4876 -1.9903 0.023 -0.019 0.011 0.08
H -1.2767 -1.9463 -1.1070 -0.102 -0.041 0.052 0.07
H -1.1168 -0.4007 -0.2614 -0.015 -0.064 0.059 0.08
H -4.8569 2.8461 -2.2376 -0.005 -0.005 0.006 0.07
H -3.5982 3.8920 -2.9570 0.022 -0.013 -0.017 0.08
H -3.5170 3.4714 -1.2232 0.015 0.002 0.005 0.08
O 4.7201 0.4411 5.3420 0.092 -0.143 -0.010 -0.28
S 4.5711 1.4286 4.3144 -0.212 0.246 0.012 0.55
O 5.2926 1.2824 3.0884 0.076 -0.152 -0.059 -0.28
O 4.8606 2.8600 4.9322 -0.071 -0.041 -0.052 -0.26
C 6.0990 3.0345 5.6616 0.361 0.072 0.213 -0.25
C 7.2968 3.1870 4.7476 -0.085 -0.095 -0.138 -0.07
C 2.8666 1.6676 3.9577 -0.030 0.018 0.019 -0.11
H 6.2243 2.2042 6.3574 -0.076 -0.055 -0.057 0.11
H 5.9439 3.9375 6.2476 -0.124 0.018 -0.052 0.12
H 7.5081 2.2640 4.2102 0.000 -0.011 0.017 0.07
H 8.1748 3.4507 5.3373 -0.020 0.025 0.038 0.08
H 7.1181 3.9688 4.0101 0.017 0.043 0.034 0.09
H 2.3307 1.8097 4.8916 -0.001 0.002 0.008 0.08
H 2.5211 0.7703 3.4478 0.029 -0.012 -0.005 0.08
H 2.7657 2.5323 3.3079 0.010 -0.001 -0.017 0.08
O -9.2598 -0.3090 -4.8501 -0.038 -0.137 -0.051 -0.28
S -8.9143 0.9755 -5.3771 0.109 0.195 0.179 0.56
O -8.7803 1.1497 -6.7889 -0.050 -0.053 -0.107 -0.27
O -7.6039 1.4917 -4.6474 -0.052 0.042 0.017 -0.27
C -6.4588 0.5996 -4.6136 0.386 -0.262 -0.040 -0.24
C -5.7159 0.5613 -5.9311 -0.223 0.001 -0.163 -0.07
C -10.0143 2.1952 -4.7472 -0.022 0.023 0.034 -0.12
H -6.7844 -0.3946 -4.3051 -0.149 0.041 -0.031 0.12
H -5.8158 0.9936 -3.8324 -0.089 0.128 0.025 0.09
H -6.3194 0.0942 -6.7086 -0.004 -0.008 0.005 0.07
H -4.7936 -0.0055 -5.8178 0.025 0.034 0.091 0.07
H -5.4695 1.5700 -6.2611 0.068 0.006 0.048 0.09
H -10.0849 2.0797 -3.6698 0.003 -0.004 0.008 0.07
H -10.9797 2.0197 -5.2160 0.006 -0.024 -0.020 0.08
H -9.6350 3.1770 -5.0160 0.003 0.002 -0.018 0.07
```
Positions in Å, forces in eV/Å.

LUMO level = 0.404 eV
total charge = 0
2S+1 = 1